(1)
Density functional theory data (the ωB97M-V functional and the def2-TZVPD basis) for C5H8N2 in the gas phase in a non-equilibrium geometry.

Properties
* E_LUMO: 0.8251 eV
* DFT total energy: -8293.821 eV
* ΔE to the lowest compared entry with this formula, charge and spin: 113.4 kJ/mol
* HOMO-LUMO gap: 8.28 eV

Last column: natural (NBO) charge in e.
CARTESIAN COORDINATES (ANGSTROEM)
N 0.635 -1.504 -0.327  -0.494
N 1.804 0.367 -0.530  -0.447
C 0.023 2.104 0.045  -0.640
C 0.610 0.691 -0.020  0.108
C -0.195 -0.634 0.192  0.099
C -1.595 -0.828 0.591  -0.647
C 1.837 -0.946 -0.644  0.096
H 0.332 2.699 -0.787  0.225
H -2.051 -0.200 -0.136  0.234
H 0.285 2.677 0.953  0.216
H 0.442 -2.539 -0.460  0.415
H -1.014 1.975 -0.069  0.205
H -1.815 -1.839 0.578  0.214
H 2.610 -1.542 -1.058  0.188
H -1.908 -0.480 1.673  0.228



(2)
Density functional theory data (the ωB97M-V functional and the def2-TZVPD basis) for C4H4N2O in the gas phase in a non-equilibrium geometry.

Properties
* E_LUMO: 0.3105 eV
* DFT total energy: -9235.903 eV
* ΔE to the lowest compared entry with this formula, charge and spin: 442.3 kJ/mol
* HOMO-LUMO gap: 8.96 eV

Last column: natural (NBO) charge in e.
CARTESIAN COORDINATES (ANGSTROEM)
O 0.275 -1.018 -0.086  -0.454
N 2.615 -0.120 -0.420  -0.346
N 0.526 1.162 0.027  -0.515
C -1.768 0.297 -0.243  -0.684
C 1.576 -0.823 0.336  0.075
C 1.729 0.611 0.089  0.399
C -0.329 0.228 -0.128  0.606
H -2.099 0.927 -1.009  0.249
H 1.916 -1.337 1.159  0.172
H -2.244 -0.573 -0.421  0.244
H -2.196 0.645 0.695  0.255



(3)
Density functional theory data (the ωB97M-V functional and the def2-TZVPD basis) for a 11-piece molecular cluster, C13H48N12O11 overall in a non-equilibrium geometry.

Properties
* E_LUMO: 0.3032 eV
* DFT total energy: -54668.819 eV
* ΔE to the lowest compared entry with this formula, charge and spin: 0.0 kJ/mol
* HOMO-LUMO gap: 9.74 eV

Last column: Mulliken charge in e.
CARTESIAN COORDINATES (ANGSTROEM)
O 2.156 6.602 2.344  -0.588
O -1.898 2.015 1.897  -0.550
O -0.134 -2.952 -3.402  -0.574
O -0.936 -4.682 0.448  -0.815
O 1.142 -4.085 -1.266  -0.581
O 3.203 2.910 -0.758  -0.836
O -0.504 -1.364 0.124  0.041
O 0.023 3.416 -2.927  -0.761
O -2.624 -2.578 4.507  -0.675
O -5.338 -3.404 -1.118  -0.697
O 1.284 -0.784 -4.513  -0.399
N 1.808 1.945 -3.203  -0.201
N -0.191 1.732 -4.510  -0.440
N 3.091 4.228 1.090  -0.283
N 0.378 0.684 -0.158  -0.052
N -2.824 -1.798 2.300  -0.134
N 1.530 4.392 -0.484  -0.187
N -1.511 -5.072 2.662  -0.408
N -1.503 -0.679 3.789  -0.253
N 1.503 -1.216 -0.840  -0.089
N -3.283 -2.285 -0.871  -0.095
N -0.021 -3.378 2.136  -0.347
N -3.348 -4.539 -1.290  -0.179
C -1.349 -3.621 -3.794  -0.622
C 2.618 3.784 -0.093  0.553
C 2.351 -1.319 -5.149  -0.803
C -2.378 -1.763 3.606  0.255
C 0.548 2.420 -3.523  0.564
C 2.406 -4.774 -1.267  -0.774
C -2.989 1.352 1.204  -0.505
C 0.898 5.155 3.707  -1.161
C 2.425 6.862 4.676  -1.449
C -4.093 -3.401 -1.071  0.409
C 1.450 6.520 3.582  0.598
C -0.771 -4.455 1.696  0.352
C 0.447 -0.666 -0.216  0.459
H 3.208 6.126 4.775  0.333
H 2.907 -0.626 -5.777  0.322
H 2.293 2.351 -2.449  0.104
H -2.205 -3.111 -3.321  0.202
H -1.493 0.096 3.073  0.144
H -2.041 -5.873 2.275  0.263
H 0.459 -4.470 -0.615  0.302
H -3.335 -2.669 2.060  0.247
H 1.122 1.188 -0.523  -0.120
H -1.340 -4.669 -3.448  0.247
H -0.340 1.188 0.328  0.137
H 3.041 -4.427 -2.083  0.270
H 3.123 -1.620 -4.383  0.258
H 1.762 4.488 3.883  0.339
H 0.125 -3.428 -2.559  0.312
H 2.882 -4.614 -0.320  0.294
H -1.245 -0.362 4.721  0.248
H 2.114 -5.833 -1.313  0.284
H -2.490 0.735 0.452  0.002
H -2.268 -2.285 -0.943  -0.130
H 2.090 1.027 -3.512  0.213
H 2.287 -0.608 -1.036  0.157
H -0.151 -3.072 3.101  0.302
H 2.889 7.863 4.543  0.415
H 2.613 7.447 2.368  0.270
H 4.070 3.937 1.211  0.224
H -1.948 1.872 2.784  0.251
H 0.684 7.276 3.597  0.230
H 0.297 4.926 2.815  0.191
H 2.814 5.064 1.496  0.200
H 0.919 4.919 0.168  0.149
H 0.141 -2.703 1.408  0.078
H 0.163 5.107 4.589  0.376
H -3.523 2.091 0.683  0.379
H 1.911 7.023 5.611  0.366
H 1.170 4.114 -1.405  0.217
H -1.522 -3.654 -4.861  0.381
H -3.889 -5.386 -1.453  0.227
H 2.108 -2.147 -5.801  0.288
H -2.430 -4.678 -0.871  0.214
H 1.512 -2.231 -1.116  0.152
H -3.629 0.714 1.805  0.342
H -3.792 -1.421 -1.001  0.143
H 0.010 0.767 -4.746  0.351
H 0.693 -1.445 -4.046  0.441
H -1.899 -4.630 3.526  0.257
H -2.268 -1.537 1.497  0.110
H -1.168 1.975 -4.504  0.246